C36H32N3O5ReSSb as an isolated structure, computed with ωB97M-V with the def2-TZVPD basis set.

Calculated values
multiplicity = 2
energy above the lowest of the compared OMol25 structures with the same formula, charge and spin = 5.6 kcal per mole
total charge = +2
HOMO (spin up / spin down) = -13.85 / -13.75 eV

Each line ends with the Löwdin spin population.
Element x y z (Å)
Re  -2.0936  0.7014  -0.7393  0.817
O  -2.8710  2.5171  -0.1778  0.042
N  -2.1312  3.5640  -0.1095  -0.001
N  -0.9273  3.2865  -0.3092  -0.006
O  -0.5669  2.0228  -0.5164  0.082
C  0.0952  4.3148  -0.3468  0.000
C  -0.2545  5.6406  -0.1414  -0.001
C  0.7371  6.6000  -0.2356  0.000
C  2.0475  6.2349  -0.5244  -0.001
C  2.3682  4.9013  -0.7216  0.000
C  1.3867  3.9260  -0.6332  -0.001
H  -1.2756  5.9153  0.0856  0.000
H  0.4821  7.6415  -0.0928  0.000
H  2.8147  6.9941  -0.6015  0.000
H  3.3857  4.6179  -0.9587  0.000
H  1.6163  2.8846  -0.7900  0.000
O  -5.5693  -1.1600  -0.1637  -0.001
C  -4.5001  -0.6666  -0.0509  0.010
O  -3.7984  -0.1131  -1.0771  0.047
C  -3.7491  -0.6133  1.2479  0.002
C  -4.3231  -1.0951  2.4191  0.000
C  -3.6022  -1.0016  3.5751  0.000
C  -2.2952  -0.4787  3.5468  0.001
C  -1.4965  -0.4161  4.7135  0.000
C  -0.2333  0.0874  4.6611  0.000
C  0.2846  0.5583  3.4340  0.000
C  -0.4532  0.5030  2.2852  0.001
C  -1.7647  -0.0161  2.3192  0.006
N  -2.5352  -0.0807  1.1783  0.009
H  -5.3197  -1.5109  2.3723  0.000
H  -4.0286  -1.3204  4.5193  0.000
H  -1.9106  -0.7763  5.6474  0.000
H  0.3720  0.1402  5.5561  0.000
H  1.2806  0.9815  3.4068  0.000
H  -0.0460  0.8740  1.3555  0.001
C  -3.2072  1.8962  -4.8940  0.000
C  -3.3438  1.8762  -3.3948  0.000
O  -2.0599  1.4609  -2.7809  0.020
H  -4.1533  2.2141  -5.3315  0.000
H  -2.9835  0.8989  -5.2818  0.000
H  -2.4301  2.5883  -5.2180  0.000
H  -4.1214  1.1893  -3.0742  0.000
H  -3.5499  2.8621  -2.9889  0.000
H  -1.6499  0.8111  -3.3708  0.000
S  -0.9319  -1.1688  -1.5574  -0.028
Sb  1.0447  -1.8761  -0.4371  0.003
C  0.5542  -2.7727  1.3842  0.001
C  1.5813  -3.2033  2.2202  0.000
C  1.2517  -3.8573  3.3996  0.000
C  -0.0821  -4.0769  3.7239  0.000
C  -1.0952  -3.6574  2.8705  0.000
C  -0.7826  -3.0010  1.6877  0.000
C  2.4642  -0.3493  -0.3297  0.000
C  3.0720  -0.0268  0.8794  0.000
C  4.0919  0.9167  0.8881  0.000
C  4.4982  1.5116  -0.2993  0.000
C  3.8813  1.1857  -1.5018  0.000
C  2.8522  0.2543  -1.5250  0.000
C  1.7110  -3.2596  -1.8507  0.000
C  2.9626  -3.1030  -2.4396  0.000
C  3.3708  -4.0243  -3.3964  0.000
C  2.5398  -5.0816  -3.7416  0.000
C  1.2919  -5.2261  -3.1454  0.000
C  0.8661  -4.3114  -2.1956  0.000
H  2.6245  -3.0534  1.9627  0.000
H  2.0370  -4.2056  4.0577  0.000
H  -0.3319  -4.5893  4.6444  0.000
H  -2.1312  -3.8520  3.1191  0.000
H  -1.5694  -2.6888  1.0097  0.000
H  2.7730  -0.5132  1.7993  0.000
H  4.5820  1.1727  1.8193  0.000
H  5.3067  2.2321  -0.2875  0.000
H  4.2056  1.6494  -2.4251  0.000
H  2.3726  -0.0024  -2.4625  0.000
H  3.6184  -2.2884  -2.1589  0.000
H  4.3377  -3.9129  -3.8706  0.000
H  2.8682  -5.8029  -4.4789  0.000
H  0.6496  -6.0519  -3.4218  0.000
H  -0.1109  -4.4214  -1.7391  0.000

=====

C36H33As2BeClN2O as an isolated structure, computed with ωB97M-V with the def2-TZVPD basis set.

Calculated values
multiplicity = 1
HOMO = -7.78 eV

Each line ends with the Mulliken charge.
Element x y z (Å)
Be  -1.2143  2.2104  -1.1192  -0.660
O  -1.5390  1.5348  0.2169  0.178
C  -2.5465  1.8244  1.0040  0.306
C  -2.7520  1.0556  2.1649  -0.314
C  -3.8201  1.2974  2.9958  -0.634
C  -4.7308  2.3229  2.7189  -0.837
C  -4.5359  3.0995  1.6003  -0.642
C  -3.4531  2.8745  0.7425  0.854
C  -3.2239  3.7008  -0.4274  0.318
N  -2.1840  3.5842  -1.2452  0.049
C  -2.3228  4.5362  -2.2338  -0.314
C  -3.4499  5.2452  -2.0061  -0.666
N  -4.0095  4.7075  -0.8616  -0.044
H  -2.0500  0.2564  2.3662  0.436
H  -3.9577  0.6825  3.8764  0.435
H  -5.5744  2.5019  3.3703  0.383
H  -5.2429  3.8938  1.3868  0.272
H  -1.5994  4.6337  -3.0231  0.442
H  -3.9062  6.0579  -2.5398  0.435
H  -4.8649  5.0039  -0.4283  0.159
C  1.1076  -1.8842  -0.0093  -1.175
C  1.6558  -0.9523  1.0685  -0.987
As  1.8189  0.9498  0.5556  0.577
C  3.1851  0.7930  -0.8349  0.136
C  4.0054  -0.3170  -1.0188  -0.016
C  4.9480  -0.3384  -2.0371  -0.721
C  5.0928  0.7570  -2.8770  -0.503
C  4.2927  1.8746  -2.6946  -0.655
C  3.3387  1.8854  -1.6856  -0.314
C  3.0044  1.4335  2.0423  0.316
C  4.2415  2.0403  1.8525  -0.195
C  5.0060  2.4415  2.9408  -0.643
C  4.5439  2.2424  4.2328  -0.453
C  3.3086  1.6415  4.4325  -0.616
C  2.5432  1.2486  3.3446  -0.507
As  -0.7746  -1.6633  -0.6182  0.853
C  -1.6546  -2.8175  0.6998  0.106
C  -2.7650  -3.5622  0.3046  -0.543
C  -3.4920  -4.2980  1.2277  -0.606
C  -3.1267  -4.2944  2.5673  -0.469
C  -2.0268  -3.5558  2.9737  -0.776
C  -1.2992  -2.8205  2.0452  -0.133
C  -0.5955  -3.0344  -2.0110  0.035
C  -0.8755  -2.6917  -3.3285  -0.222
C  -0.7182  -3.6229  -4.3504  -0.555
C  -0.2823  -4.9049  -4.0603  -0.409
C  -0.0093  -5.2600  -2.7439  -0.652
C  -0.1668  -4.3310  -1.7283  -0.359
H  1.2090  -2.9215  0.3190  0.511
H  1.6944  -1.7885  -0.9257  0.723
H  2.6425  -1.2922  1.3926  0.618
H  1.0291  -0.9523  1.9612  0.212
H  3.9244  -1.1720  -0.3598  0.298
H  5.5745  -1.2111  -2.1718  0.404
H  5.8272  0.7377  -3.6720  0.367
H  4.4090  2.7372  -3.3385  0.410
H  2.6997  2.7535  -1.5602  0.448
H  4.6232  2.1938  0.8503  0.334
H  5.9681  2.9102  2.7752  0.386
H  5.1400  2.5567  5.0797  0.366
H  2.9368  1.4837  5.4372  0.379
H  1.5719  0.7983  3.5206  0.235
H  -3.0596  -3.5771  -0.7388  0.418
H  -4.3488  -4.8735  0.9005  0.401
H  -3.6949  -4.8677  3.2886  0.379
H  -1.7313  -3.5487  4.0154  0.402
H  -0.4396  -2.2571  2.3847  0.220
H  -1.2183  -1.6905  -3.5616  0.244
H  -0.9388  -3.3411  -5.3723  0.413
H  -0.1591  -5.6307  -4.8542  0.369
H  0.3245  -6.2632  -2.5097  0.396
H  0.0298  -4.6261  -0.7038  0.259
Cl  -1.7952  0.9720  -3.0649  -0.330
C  -0.1892  1.7103  -2.4133  -0.399
H  0.1797  2.3307  -3.2266  0.615
H  0.4623  0.8467  -2.3002  0.255

=====

C36H33BCl2MoN10O2S as an isolated structure, computed with ωB97M-V with the def2-TZVPD basis set.

Calculated values
multiplicity = 4
energy above the lowest of the compared OMol25 structures with the same formula, charge and spin = 17.5 kcal per mole
total charge = +1
HOMO (spin up / spin down) = -10.41 / -10.73 eV

Each line ends with the Löwdin spin population.
Element x y z (Å)
Mo  -0.1686  0.1630  0.2646  1.673
C  -2.9792  1.9700  -1.6462  0.006
C  -1.9340  1.1820  -2.3611  0.008
C  -1.9028  1.0200  -3.7501  0.001
C  -0.7754  0.2800  -4.0006  0.008
N  -0.1655  0.0117  -2.8415  0.001
N  -0.8793  0.5653  -1.8195  -0.003
B  1.2096  -0.6455  -2.5488  0.002
N  0.9158  -1.8740  -1.6257  0.008
C  1.1173  -3.1696  -1.8926  0.012
C  0.3412  -3.9229  -1.0423  0.003
C  -0.3494  -3.0028  -0.2610  0.012
C  -1.4182  -3.3219  0.7241  0.002
N  0.0119  -1.7641  -0.6232  0.003
N  2.0421  0.4484  -1.8495  0.010
C  3.3218  0.7763  -2.0532  0.002
C  3.6307  1.8416  -1.2374  0.001
C  2.4598  2.1150  -0.5365  0.003
C  2.3104  3.1774  0.4920  0.016
N  1.4922  1.2726  -0.9176  0.013
N  1.9774  -1.1438  -3.7537  0.000
C  1.8238  -1.1058  -5.0944  0.000
C  2.8989  -1.7314  -5.6717  0.000
C  3.6991  -2.1373  -4.5885  0.000
C  4.9975  -2.8702  -4.6188  0.000
N  3.1439  -1.7816  -3.4466  0.000
H  -3.9408  1.7833  -2.1194  0.000
H  -2.7656  3.0336  -1.7439  0.000
H  -3.0643  1.7272  -0.5927  0.006
H  -2.6142  1.3918  -4.4590  0.000
H  -0.3909  -0.0760  -4.9426  0.000
H  1.7824  -3.4653  -2.6774  0.001
H  0.2612  -4.9914  -1.0022  0.000
H  -1.6464  -4.3821  0.6531  0.000
H  -2.3303  -2.7655  0.5038  0.000
H  -1.1311  -3.1122  1.7523  0.001
H  3.9131  0.2438  -2.7718  0.000
H  4.5611  2.3712  -1.1752  0.000
H  3.2675  3.6787  0.6209  0.002
H  2.0242  2.7557  1.4499  0.002
H  1.5816  3.9320  0.1935  0.006
H  0.9872  -0.6404  -5.5864  0.000
H  3.0816  -1.8706  -6.7181  0.000
H  5.3186  -3.0368  -5.6439  0.000
H  4.9101  -3.8387  -4.1283  0.000
H  5.7751  -2.3077  -4.1052  0.000
O  1.5656  -0.1950  1.0774  0.074
C  2.1553  -1.0196  1.9178  0.011
C  3.5104  -1.3260  1.7515  0.009
C  4.1283  -2.1389  2.6796  0.012
C  3.4402  -2.6535  3.7855  0.013
C  2.1057  -2.3544  3.9526  0.008
C  1.4485  -1.5437  3.0127  0.015
C  0.0498  -1.2792  3.1303  0.047
N  -0.6865  -0.6949  2.2230  -0.013
N  -2.0405  -0.6823  2.5810  0.009
C  -2.7329  -0.3430  1.5428  0.003
O  -2.1445  -0.0021  0.4162  0.070
C  -4.2096  -0.4042  1.5280  -0.001
C  -4.9122  -0.5818  2.7190  -0.001
C  -6.2927  -0.6594  2.6950  0.000
C  -6.9761  -0.5698  1.4898  0.000
C  -6.2798  -0.4028  0.3027  0.000
C  -4.8954  -0.3163  0.3189  0.000
H  4.0383  -0.9210  0.9011  0.000
H  5.1728  -2.3828  2.5486  0.000
H  3.9523  -3.2808  4.4973  0.000
H  1.5517  -2.7450  4.7943  0.000
H  -0.4740  -1.6230  4.0195  0.000
H  -4.3711  -0.6547  3.6501  0.000
H  -6.8388  -0.7924  3.6167  0.000
H  -8.0549  -0.6354  1.4776  0.000
H  -6.8113  -0.3431  -0.6347  0.000
H  -4.3422  -0.2013  -0.6000  0.000
Cl  0.3687  1.6337  3.6594  0.029
C  -0.1792  3.2394  3.3948  0.088
C  -0.1216  4.1166  4.4607  -0.011
C  -0.5524  5.4291  4.2995  0.119
C  -1.0380  5.8713  3.0783  -0.013
C  -1.0989  4.9981  2.0138  0.091
Cl  -1.7001  5.5947  0.5213  0.024
C  -0.6765  3.6405  2.1227  0.080
S  -0.8398  2.6672  0.7532  0.534
H  0.2579  3.7707  5.4097  -0.002
H  -0.5077  6.1113  5.1363  0.007
H  -1.3696  6.8905  2.9488  -0.002

=====

Among the records above, which one has the lowest multiplicity?
C36H33As2BeClN2O